(1)
92
Properties=species:S:1:pos:R:3 method="wB97M-V/def2-TZVPD" mol_weight_g_mol=554.72 homo_lumo_gap_ev=9.367 e_homo_ev=-9.2762 multiplicity=1 max_force_ev_per_a=12.55 smiles="CCOC(C)=O.CCOC(C)=O.CCOC(C)=O.CC(C)=O.CC(C)=O.CC(C)=O.CC(C)=O.CC(C)=O" de_lowest_kj_mol=1106.3 total_energy_ev=-51382.864
C -2.0684 1.7741 -1.5248
C -2.4152 3.2986 -1.8365
O -3.6376 3.2520 -2.5422
C -4.3155 4.4425 -2.7308
C -5.4901 3.9881 -3.5367
O -4.2006 5.5781 -2.3125
H -1.1310 1.7403 -0.9984
H -1.8520 1.3813 -2.5655
H -2.8228 1.2849 -0.9795
H -2.3037 3.9101 -0.8993
H -1.6321 3.5131 -2.5812
H -5.6118 4.8011 -4.3009
H -6.5989 3.6026 -3.2422
H -5.1741 3.2976 -3.9962
C -1.5100 4.0807 2.1239
C -0.2902 3.6575 1.3544
O 0.2219 4.5654 0.4135
C 1.2321 4.2408 -0.4487
C 1.5106 5.2997 -1.5785
O 1.5870 3.0880 -0.6440
H -1.1955 5.1387 2.6329
H -1.8742 3.2650 3.0531
H -2.5019 4.2621 1.3235
H 0.4171 3.4385 2.1088
H -0.6014 2.6426 0.9088
H 0.8367 6.0207 -1.3768
H 1.2564 4.8150 -2.5394
H 2.4310 5.6289 -1.4629
C -0.7354 0.2905 3.6744
C -1.2251 -0.5542 2.4186
O -0.1323 -0.5799 1.5100
C -0.2950 -0.8009 0.2358
C 0.9056 -0.6043 -0.4928
O -1.2549 -1.4695 -0.1906
H -1.7265 0.1217 4.1304
H -0.3016 1.1757 3.3689
H 0.0495 -0.1527 4.3103
H -1.3544 -1.6604 2.7355
H -2.0339 -0.2425 1.8017
H 1.4090 -1.4804 -0.6357
H 1.4576 0.0370 0.1069
H 0.8233 0.0331 -1.3056
C -3.4036 -4.1396 3.3255
C -2.3859 -3.9824 4.4500
C -2.5848 -2.6930 5.3387
O -1.4952 -4.9359 4.6067
H -4.5242 -3.9624 3.5687
H -3.3053 -4.9737 2.8568
H -3.1908 -3.3791 2.6526
H -3.5326 -2.8390 5.8516
H -2.4122 -1.6967 4.7979
H -1.7347 -2.7068 5.8945
C 2.0524 -3.3700 -3.5743
C 0.7126 -2.9896 -4.1896
C -0.5579 -3.2605 -3.4373
O 0.6019 -2.4090 -5.4624
H 2.0110 -4.1634 -2.8896
H 2.4797 -2.7124 -3.0991
H 2.7571 -3.5241 -4.6586
H -0.5029 -2.4415 -2.7321
H -0.4219 -4.2366 -3.0189
H -1.5670 -3.1404 -4.0428
C 0.7861 -4.5350 1.8571
C 0.5548 -4.8428 0.3867
C -0.7465 -5.4803 0.0020
O 1.4589 -4.5562 -0.4855
H 0.8733 -5.2108 2.5378
H -0.1781 -4.0260 1.9527
H 1.4702 -3.7822 2.1490
H -1.5053 -4.7629 -0.4066
H -1.3141 -5.7765 0.8869
H -0.6170 -6.4125 -0.6506
C 2.8234 2.0231 2.3330
C 3.9343 1.0346 2.6752
C 3.7929 -0.1275 3.5269
O 5.1075 1.2295 2.0998
H 3.1502 2.6146 1.4409
H 2.3970 2.7607 3.0288
H 1.8289 1.4522 2.2540
H 4.4172 -0.9714 3.1654
H 2.6021 -0.4798 3.3062
H 3.9416 0.1565 4.5292
C 4.3277 -0.3684 -4.3077
C 3.7897 1.0859 -4.1447
C 3.3981 1.4666 -2.7552
O 3.7296 1.9682 -5.1866
H 3.6523 -0.9371 -4.6924
H 4.5845 -0.5705 -3.4318
H 5.2456 -0.1816 -4.8045
H 2.8859 2.4308 -2.5980
H 4.1334 1.3508 -2.0259
H 2.6282 0.8830 -2.3704


(2)
9
Properties=species:S:1:pos:R:3 method="wB97M-V/def2-TZVPD" mol_weight_g_mol=109.11 homo_lumo_gap_ev=10.147 e_homo_ev=-9.9101 multiplicity=1 max_force_ev_per_a=3.42 smiles="NC(=O)OOS" de_lowest_kj_mol=291.2 total_energy_ev=-19550.297
N 0.1316 0.8141 1.6280
C 0.2715 0.4854 0.3634
O 0.3465 1.2472 -0.5259
O 0.3506 -0.9119 0.2642
O 0.4939 -1.4544 -1.1438
S -0.8927 -1.5147 -1.9776
H -0.1571 1.6565 1.9407
H 0.1044 0.0956 2.3063
H -0.6485 -0.4178 -2.8553


(3)
23
Properties=species:S:1:pos:R:3 method="wB97M-V/def2-TZVPD" mol_weight_g_mol=112.17 homo_lumo_gap_ev=11.297 e_homo_ev=-10.8630 multiplicity=1 max_force_ev_per_a=2.17 smiles=CCCC.O.O.O de_lowest_kj_mol=89.9 total_energy_ev=-10549.543
C -2.1500 0.2864 -1.7546
C -1.9838 -0.4759 -0.4378
C -0.7820 -0.0193 0.3887
C -0.7303 -0.7722 1.7432
H -2.0168 1.3498 -1.5986
H -3.1085 0.1033 -2.2345
H -1.3955 -0.0494 -2.4695
H -1.8965 -1.5333 -0.6957
H -2.8648 -0.3481 0.1993
H -0.8617 1.0566 0.5552
H 0.1079 -0.2117 -0.1740
H -1.1103 -0.1447 2.5558
H 0.1654 -1.3621 1.8822
H -1.6208 -1.4211 1.7482
O 3.4968 -0.0033 0.8775
H 3.7133 0.5214 1.6480
H 4.2182 -0.2294 0.3018
O 1.2513 -1.1363 -1.8413
H 1.9853 -0.6182 -2.1902
H 1.3489 -1.9904 -2.2705
O 1.5603 2.6924 1.3551
H 1.3429 1.9507 1.9299
H 1.3306 2.3547 0.4817


(4)
57
Properties=species:S:1:pos:R:3 method="wB97M-V/def2-TZVPD" mol_weight_g_mol=370.49 homo_lumo_gap_ev=8.652 e_homo_ev=-7.8693 multiplicity=1 max_force_ev_per_a=1.05 smiles="COc1ccc(CCN2CCC[C@@H](CN(C)C(=O)c3ccoc3C)C2)cc1" de_lowest_kj_mol=243.3 total_energy_ev=-32423.349
C 1.6871 3.6911 0.4955
O 0.3412 3.3055 0.6608
C -0.2673 2.6599 -0.3778
C -1.5729 2.2225 -0.1525
C -2.2649 1.5395 -1.1309
C -1.6731 1.2617 -2.3579
C -2.3778 0.4478 -3.4101
C -3.0128 -0.8456 -2.8572
N -2.3780 -1.2964 -1.6386
C -3.1195 -2.3173 -0.9336
C -2.5755 -2.4404 0.4868
C -1.0816 -2.7494 0.4633
C -0.3609 -1.6946 -0.3761
C 1.1599 -1.9016 -0.4465
N 1.8500 -1.3277 0.6908
C 1.9157 -2.0787 1.9207
C 2.3754 -0.0847 0.5711
O 2.4406 0.5100 -0.4909
C 2.8609 0.5350 1.8316
C 4.2057 0.8553 2.1730
C 4.1427 1.5045 3.3635
O 2.8660 1.6240 3.7725
C 2.0842 1.0383 2.8414
C 0.6095 1.0747 3.0161
C -0.9901 -1.6824 -1.7724
C -0.3845 1.7227 -2.5798
C 0.3174 2.4215 -1.6139
H 2.3103 2.8402 0.2083
H 1.7836 4.4851 -0.2526
H 2.0094 4.0712 1.4643
H -2.0251 2.4262 0.8065
H -3.2704 1.2032 -0.9334
H -1.6622 0.2010 -4.1970
H -3.1689 1.0454 -3.8715
H -2.9987 -1.6191 -3.6479
H -4.0607 -0.6541 -2.6097
H -4.1733 -2.0289 -0.8974
H -3.0538 -3.2986 -1.4431
H -3.1177 -3.2217 1.0230
H -2.7362 -1.4914 1.0008
H -0.6990 -2.7736 1.4837
H -0.9187 -3.7352 0.0182
H -0.5453 -0.7040 0.0526
H 1.4045 -2.9651 -0.5206
H 1.5467 -1.3845 -1.3285
H 2.8407 -1.8488 2.4492
H 1.0772 -1.8580 2.5869
H 1.9050 -3.1425 1.6850
H 5.0800 0.6200 1.6021
H 4.9018 1.9169 3.9975
H 0.3328 0.7229 4.0090
H 0.1329 0.4591 2.2588
H 0.2461 2.0954 2.8999
H -0.4747 -0.9504 -2.3913
H -0.8825 -2.6785 -2.2441
H 0.0972 1.5286 -3.5286
H 1.3218 2.7440 -1.8289


(5)
99
Properties=species:S:1:pos:R:3 method="wB97M-V/def2-TZVPD" mol_weight_g_mol=1086.65 s_squared=6.01 homo_lumo_gap_ev="6.798 / 6.802" e_homo_ev="-7.0721 / -7.1147" multiplicity=5 max_force_ev_per_a=0.79 de_lowest_kj_mol=24.1 total_energy_ev=-317431.938
Fe -0.9876 0.4832 1.1019
Se -2.0558 3.5502 1.9656
Se -0.0869 4.3640 1.1183
C 1.1127 3.1017 1.9340
C 2.2865 3.6195 2.4715
C 3.1367 2.7726 3.1559
C 2.7853 1.4373 3.2831
C 1.6150 1.0092 2.6916
N 0.7869 1.8124 2.0122
C -2.8297 3.0362 0.2741
C -3.5448 3.9491 -0.4808
C -4.1927 3.4900 -1.6169
C -4.1361 2.1388 -1.9080
C -3.3683 1.3031 -1.1110
N -2.6996 1.7488 -0.0432
H 2.4968 4.6749 2.3685
H 4.0463 3.1569 3.5984
H 3.4016 0.7416 3.8346
H 1.3074 -0.0226 2.7463
H -3.5986 4.9800 -0.1613
H -4.7465 4.1765 -2.2447
H -4.6857 1.7195 -2.7362
H -3.3152 0.2362 -1.2904
O -3.3282 -1.7603 -0.9466
C -2.2129 -1.8837 -0.4553
O -1.3167 -0.9565 -0.3642
C -1.7561 -3.2372 0.0299
C -2.3760 -4.3676 -0.4966
C -1.9373 -5.6331 -0.1568
C -0.8783 -5.7764 0.7323
C -0.2781 -4.6596 1.2826
C -0.7115 -3.3773 0.9429
P 0.1283 -1.9456 1.7381
C 1.8145 -2.3219 1.1134
C 1.9227 -2.3721 -0.2799
C 3.1441 -2.5962 -0.8904
C 4.2820 -2.7761 -0.1131
C 4.1869 -2.7168 1.2675
C 2.9626 -2.4798 1.8812
C 0.0050 -2.4600 3.5003
C 0.8447 -1.9616 4.4959
C 0.5542 -2.1432 5.8392
C -0.5845 -2.8339 6.2177
C -1.4371 -3.3248 5.2412
C -1.1571 -3.1266 3.9006
H -3.1998 -4.2188 -1.1820
H -2.4119 -6.5092 -0.5793
H -0.5255 -6.7645 0.9994
H 0.5337 -4.7806 1.9899
H 1.0338 -2.2381 -0.8864
H 3.2085 -2.6289 -1.9708
H 5.2397 -2.9519 -0.5857
H 5.0738 -2.8546 1.8732
H 2.9118 -2.4324 2.9613
H 1.7422 -1.4128 4.2391
H 1.2111 -1.7270 6.5921
H -0.8152 -2.9688 7.2661
H -2.3390 -3.8522 5.5243
H -1.8644 -3.4758 3.1618
C -5.2696 0.6241 2.2370
O -4.6219 1.2582 3.3463
C -3.3402 0.9887 3.6220
S -2.6297 1.8017 4.8737
S -2.4746 -0.2019 2.7239
H -6.3317 0.8241 2.3555
H -5.0856 -0.4479 2.2298
H -4.9177 1.0491 1.2963
C 4.6276 -0.4185 -4.3720
C 3.3408 -0.6069 -4.8522
C 2.2457 -0.3190 -4.0477
C 2.4273 0.1568 -2.7551
C 3.7236 0.3173 -2.2726
C 4.8175 0.0371 -3.0748
As 0.9386 0.6761 -1.5547
C -0.4070 0.7664 -2.9515
C -1.1087 -0.2943 -3.5031
C -2.0074 -0.0708 -4.5358
C -2.1961 1.2170 -5.0204
C -1.4788 2.2793 -4.4937
C -0.5790 2.0622 -3.4558
C 0.2995 3.0779 -2.8581
C 0.3337 4.4271 -3.1985
C 1.2899 5.2615 -2.6425
C 2.2223 4.7557 -1.7462
C 2.1735 3.4184 -1.3758
C 1.2117 2.5826 -1.9200
H 5.4807 -0.6239 -5.0057
H 3.1868 -0.9784 -5.8573
H 1.2489 -0.4583 -4.4437
H 3.8727 0.6775 -1.2595
H 5.8199 0.1719 -2.6885
H -0.9472 -1.2999 -3.1348
H -2.5537 -0.8994 -4.9670
H -2.9094 1.3939 -5.8163
H -1.6168 3.2723 -4.9035
H -0.3799 4.8214 -3.9118
H 1.3204 6.3070 -2.9210
H 2.9824 5.4059 -1.3312
H 2.8934 3.0351 -0.6598


(6)
28
Properties=species:S:1:pos:R:3 method="wB97M-V/def2-TZVPD" mol_weight_g_mol=146.24 charge=+2 homo_lumo_gap_ev=10.633 e_homo_ev=-17.6733 multiplicity=1 max_force_ev_per_a=6.40 de_lowest_kj_mol=0.0 total_energy_ev=-12458.244
C -2.5513 0.8653 0.3910
C 2.7898 2.1699 0.2155
C 2.0248 1.0385 -0.6489
C 1.5847 -0.1263 0.2817
C 0.7217 -1.0733 -0.6515
C -0.0689 -2.1585 0.0318
N -1.6175 1.7884 0.2592
N 0.5652 -2.9521 0.8346
N -3.7143 0.9927 -0.1301
N -1.3178 -2.3231 -0.2915
H 2.8795 3.0868 -0.3476
H 1.9531 2.5533 0.9585
H 3.6174 1.7918 0.6647
H 1.1404 1.4846 -1.1120
H 2.6401 0.6420 -1.3621
H 2.4001 -0.6273 0.8988
H 0.9538 0.3018 1.1527
H 0.0500 -0.4308 -1.2277
H 1.4043 -1.5550 -1.4296
H -0.5895 1.5701 0.3551
H -1.7437 2.4409 -0.4524
H -0.0881 -3.7219 1.0972
H 1.4804 -2.8925 1.3907
H -4.5097 0.4170 0.1804
H -3.8873 1.6287 -0.9426
H -1.8478 -3.1919 -0.1999
H -1.7356 -1.7737 -1.0290
H -2.5336 0.0547 1.1134